Entry from the OMol25 dataset: a structure of composition C28H53AlCl2N7O2S3 (the ωB97M-V functional and the def2-TZVPD basis).

As for the LUMO energy: 1.66 eV. As for the charge: -1.

Positions of all 96 atoms, in Å:
C (-2.4034, -5.6461, -3.1839)
C (-2.8005, -5.4036, -1.7169)
C (-2.9056, -3.9209, -1.3423)
C (-2.4602, -3.6093, 0.0997)
N (-3.5393, -2.9593, 0.8844)
C (-3.2349, -1.5077, 1.0365)
C (-3.2711, -0.7927, -0.3042)
C (-3.4240, 0.7233, -0.1513)
C (-2.1057, 1.5377, -0.2180)
Al (-0.4990, 0.7670, 0.7151)
Cl (-0.9962, 0.7324, 2.9214)
C (1.1990, 1.8915, 0.6011)
C (2.3455, 1.0265, 1.1372)
C (3.7933, 1.5838, 1.0506)
C (4.7294, 0.5412, 0.4154)
S (4.7800, 0.7572, -1.3430)
O (3.4682, 0.7687, -1.8925)
O (5.6301, 1.8743, -1.6349)
Cl (5.7293, -0.9451, -1.9927)
N (-0.1034, -1.0424, 0.2899)
C (0.5083, -1.3457, -1.0122)
C (0.1910, -0.3620, -2.1238)
C (-3.6831, -3.5181, 2.1749)
S (-2.4663, -3.8089, 3.2031)
S (-5.4038, -3.7473, 2.5952)
C (-5.5268, -5.3724, 3.3904)
C (-4.7700, -5.6109, 4.7030)
C (-5.5832, -6.4395, 5.7024)
H (-3.1654, -6.2271, -3.6948)
H (-1.4986, -6.2525, -3.2356)
H (-2.1902, -4.7380, -3.7324)
H (-3.7343, -5.9196, -1.5005)
H (-2.0574, -5.8833, -1.0821)
H (-3.9110, -3.5483, -1.5146)
H (-2.2636, -3.3778, -2.0349)
H (-2.1339, -4.5303, 0.5637)
H (-1.6323, -2.9049, 0.0397)
H (-2.2753, -1.3877, 1.5383)
H (-3.9962, -1.0587, 1.6723)
H (-2.4011, -1.0219, -0.9125)
H (-4.1407, -1.1933, -0.8299)
H (-4.0529, 1.0628, -0.9783)
H (-3.9850, 0.9734, 0.7469)
H (-1.9131, 1.7758, -1.2640)
H (-2.3043, 2.4976, 0.2651)
H (1.3946, 2.2939, -0.3937)
H (1.0661, 2.7172, 1.3050)
H (2.3384, 0.0766, 0.5982)
H (2.0979, 0.7912, 2.1702)
H (4.1826, 1.7171, 2.0552)
H (3.8175, 2.5311, 0.5220)
H (5.7544, 0.5810, 0.7738)
H (4.3721, -0.4651, 0.6172)
H (0.5405, -1.3836, 0.9947)
H (1.5960, -1.4546, -0.9501)
H (0.1264, -2.3198, -1.3582)
H (-0.8793, -0.2313, -2.2527)
H (0.6607, 0.6075, -1.9887)
H (0.5642, -0.7738, -3.0640)
H (-5.2851, -6.1351, 2.6554)
H (-6.5915, -5.4686, 3.5946)
H (-3.8273, -6.1012, 4.4824)
H (-4.5041, -4.6488, 5.1241)
H (-6.2205, -7.1538, 5.1861)
H (-6.2265, -5.7790, 6.2773)
H (-4.9077, -6.9567, 6.3751)
C (4.5522, 4.8392, -2.8697)
C (3.7787, 5.6881, -1.9796)
N (3.1964, 6.3824, -1.2803)
H (5.0076, 4.0270, -2.3049)
H (3.9108, 4.4135, -3.6383)
H (5.3340, 5.4340, -3.3385)
C (3.8814, 5.6251, 2.8272)
C (3.3732, 4.3442, 3.3052)
N (2.9829, 3.3323, 3.6752)
H (4.9374, 5.7093, 3.0649)
H (3.7509, 5.7008, 1.7507)
H (3.3428, 6.4404, 3.3038)
C (0.5677, -4.3691, -5.8184)
C (-0.8435, -4.4590, -6.1659)
N (-1.9592, -4.5304, -6.4243)
H (0.9060, -5.3173, -5.4061)
H (1.1515, -4.1343, -6.7058)
H (0.7138, -3.5865, -5.0761)
C (7.9499, 8.1489, 2.1331)
C (6.5364, 8.0185, 1.8074)
N (5.4241, 7.9144, 1.5540)
H (8.2613, 7.3179, 2.7626)
H (8.5398, 8.1442, 1.2191)
H (8.1205, 9.0828, 2.6642)
C (-1.9792, 6.9256, -1.5074)
C (-2.5296, 5.6392, -1.9065)
N (-2.9935, 4.6353, -2.2044)
H (-2.5239, 7.3042, -0.6444)
H (-0.9309, 6.8116, -1.2443)
H (-2.0712, 7.6357, -2.3275)

Entry from the OMol25 dataset: a structure of composition C7H4Cl3N2O3 (the ωB97M-V functional and the def2-TZVPD basis).

The value obtained for the energy above the lowest of the compared OMol25 structures with the same formula, charge and spin is 0.0 kcal per mole. As for the LUMO energy: 2.87 eV. As for the charge: -1.

Positions of all 19 atoms, in Å:
C (-0.3342, -2.3111, -0.3269)
C (-0.8479, 0.4485, -1.0924)
C (0.1626, -0.1137, 0.5870)
C (0.4326, -1.4439, 0.5196)
C (-1.2127, -1.9013, -1.2966)
C (-1.5371, -0.5935, -1.6077)
C (1.4120, 0.9164, 2.4501)
N (-1.0160, 1.7246, -1.2594)
N (0.0495, 2.5880, -1.1910)
O (1.1975, 2.1185, -1.4014)
O (-0.2454, 3.7880, -0.9555)
O (0.5461, 0.9212, 1.2556)
Cl (1.1359, -2.2797, 1.9672)
Cl (-1.9515, -3.1287, -2.3129)
Cl (-2.6052, -0.2492, -3.0358)
H (-0.0928, -3.3659, -0.5085)
H (1.9866, 1.7944, 2.2609)
H (2.0794, 0.0605, 2.6148)
H (0.8405, 1.0270, 3.3330)

Number 1: E -108570.75216 eV, E_HOMO -4.451 eV, frontier orbital gap 6.11 eV. Number 2: E -54008.84915 eV, E_HOMO -4.008 eV, frontier orbital gap 6.88 eV.